[1]
9 unconnected molecules or ions with the total composition C6H29NO9 in a non-equilibrium geometry. Source: the OMol25 dataset; level of theory: wB97M-V/def2-TZVPD.

F_max, hartree/bohr: 0.069
Net charge: 0
Kohn-Sham gap, eV: 9.129
ΔE to the lowest compared entry with this formula, charge and spin, eV: 3.705

Each line ends with the natural charge from an NBO analysis.
CARTESIAN COORDINATES (ANGSTROEM)
1 H 1.1527 -0.2860 1.2398  0.196
2 H 2.3834 -2.6958 0.1421  0.478
3 H -2.9479 1.8191 -2.4821  0.247
4 H -0.4404 2.1593 3.4641  0.212
5 H 2.2256 3.3021 1.9620  0.464
6 O 2.5809 -3.3076 -0.5697  -0.952
7 C -0.5145 -0.1114 -0.0824  -0.219
8 H -2.2891 2.1387 1.6873  0.256
9 H 1.6699 4.0994 0.7320  0.491
10 H -1.1377 1.5098 -2.6481  0.238
11 H -2.0794 -2.3789 1.3556  0.507
12 O -1.3307 -2.3466 -2.0283  -0.962
13 C -0.1888 2.0976 2.4091  -0.649
14 H -2.2826 0.2800 -2.1672  0.219
15 O 2.7051 -0.0495 -3.0607  -0.955
16 O 2.1828 3.3340 1.0058  -0.946
17 H 1.9776 0.5713 -3.0044  0.456
18 H -2.0540 -2.0463 -1.4533  0.499
19 N -1.2887 1.0505 0.3241  -0.459
20 H -0.1552 -1.6297 2.8878  0.484
21 C -1.9059 1.8303 -0.6458  0.688
22 H 1.0127 1.1783 0.1727  0.248
23 O 3.1103 0.8795 2.4539  -0.951
24 H 1.4323 -0.5995 -0.5321  0.230
25 H 0.3810 -2.6090 -2.6880  0.495
26 H -1.8363 -3.0310 -2.4917  0.478
27 O -1.0176 -1.3732 2.5469  -0.959
28 H 2.9829 1.7448 2.0751  0.475
29 H 3.2891 0.2357 1.7675  0.481
30 H 3.1285 -4.0271 -0.2614  0.476
31 H 0.0138 3.1027 2.0438  0.217
32 H 0.6963 1.4719 2.4838  0.228
33 H 2.3615 -0.8730 -2.6946  0.493
34 H -3.1616 -3.5734 1.1574  0.480
35 H -1.1967 -0.4748 2.8351  0.477
36 H 1.7110 -3.4576 -2.6400  0.485
37 C 1.0220 0.0629 0.2282  -0.669
38 H -1.8108 0.6891 2.3124  0.144
39 O -2.3226 2.9287 -0.3107  -0.641
40 C -2.0535 1.3376 -2.0755  -0.714
41 H -0.9665 -1.0485 0.2631  0.194
42 C -1.3994 1.5056 1.7276  -0.200
43 H -0.7280 -0.3033 -1.1390  0.218
44 O 1.3196 -2.6300 -2.9235  -0.982
45 O -2.8160 -2.7410 0.8541  -0.997

[2]
A molecular structure, C17H61AlN27O14S in a non-equilibrium geometry. Source: the OMol25 dataset; level of theory: wB97M-V/def2-TZVPD.

F_max, hartree/bohr: 0.110
Net charge: -1
Kohn-Sham gap, eV: 4.803

Each line ends with the Löwdin charge.
CARTESIAN COORDINATES (ANGSTROEM)
1 H -8.1691 -0.3577 -1.9716  -0.115
2 O 2.4879 0.6644 4.7050  0.012
3 H -2.8862 -0.0703 -0.0332  0.048
4 N 0.8738 -6.0280 2.9200  0.157
5 C -3.4617 -1.0171 -0.3070  -0.553
6 H 6.6532 5.9694 6.6158  0.108
7 H 2.8261 6.7755 2.8032  0.096
8 N 3.3239 5.9050 2.8456  0.160
9 N -7.2313 1.5908 -11.8122  0.153
10 C 4.6680 5.8100 2.9801  -0.692
11 H 3.0829 -6.2077 0.5226  0.107
12 N 6.2683 2.3871 0.9761  0.144
13 H -6.2304 1.5545 -11.7037  0.109
14 C 0.6921 -0.2429 0.0564  -0.700
15 C -9.8197 -2.3464 0.3703  -0.433
16 N 2.5754 -5.3695 0.2893  0.132
17 H 5.4345 2.6683 6.3436  0.087
18 C -7.8869 0.4074 -11.8960  -0.694
19 H -1.2829 -2.4729 -8.0204  0.056
20 N -0.8323 1.8854 8.8009  0.154
21 O 6.4164 0.1251 1.0110  -0.009
22 C -2.5815 -2.3770 -0.1615  -0.190
23 H -4.6463 -0.2494 -7.6496  0.091
24 H -6.4927 0.8707 0.9845  0.003
25 O 0.0450 -3.9852 2.4105  0.011
26 N 5.2831 1.7873 5.8860  0.174
27 C -4.0388 -1.3139 -9.2607  -0.674
28 H 1.5405 -0.1022 2.5543  0.081
29 H -0.0266 0.6100 2.7624  0.095
30 H -0.4808 1.8057 4.7050  0.097
31 N 1.0485 -4.2930 -1.0181  0.177
32 N 0.4530 1.6110 5.0176  0.157
33 O 0.3139 -4.3626 -8.1704  0.015
34 H 6.1767 3.2686 1.4509  0.058
35 H -5.4199 -1.5926 -10.7986  0.067
36 O -3.7557 -1.4879 -3.3771  0.036
37 H -3.2686 -3.2412 -0.4689  0.077
38 N 5.3176 6.9993 3.0562  0.146
39 C 6.2046 0.7957 5.8425  -0.707
40 C 1.3527 0.8900 4.3044  -0.684
41 H -2.8746 0.2025 -5.9192  0.079
42 H -3.8488 -2.2970 -11.0151  0.113
43 O 1.5281 -6.4711 -1.3897  0.019
44 N 0.8998 0.4377 3.1129  0.172
45 H -9.7212 1.3855 -12.0852  0.097
46 H -7.3584 -2.5479 -0.8279  -0.069
47 N -10.0212 -3.5452 0.3667  0.054
48 H 1.1808 -3.4422 -0.5005  0.051
49 H -3.5864 -3.1639 -5.1942  0.114
50 H -3.8356 -1.0143 -1.4019  0.047
51 H -1.6587 -2.2843 -0.8305  0.051
52 H 1.2622 1.3015 -1.1211  0.105
53 H 0.5438 -1.9303 1.1738  0.086
54 N -4.4907 -1.7628 -10.4522  0.172
55 C -0.0221 -5.0201 3.0605  -0.681
56 H 8.0818 0.3721 6.4642  0.103
57 N -3.1362 -0.0085 -4.9729  0.148
58 N 7.3147 5.9935 7.3758  0.159
59 C 0.5175 -3.3010 -7.6003  -0.703
60 N -9.2296 0.5116 -12.0410  0.154
61 H 2.5334 0.1552 -0.8482  0.097
62 H 9.0196 5.7688 9.2090  0.096
63 O 6.0022 -0.2725 5.2781  -0.002
64 Al -7.7323 -1.0091 -0.5709  0.178
65 N 1.5846 0.4475 -0.6964  0.161
66 H 1.8712 -2.1620 -6.4871  0.089
67 H -2.7995 4.0151 7.4620  0.109
68 H 0.8413 -6.8853 3.4407  0.096
69 H 0.1361 1.6084 8.7937  0.110
70 N -2.4983 3.2512 8.0452  0.152
71 H -9.7520 -0.3471 -12.1067  0.111
72 H 0.7526 1.9664 5.9119  0.073
73 O -2.9003 -1.5339 -8.8583  -0.007
74 C -3.4414 -1.2578 -4.5324  -0.680
75 C 6.3045 1.1882 1.6116  -0.703
76 N -4.9428 -0.6021 -8.5456  0.169
77 N -0.4010 -2.3064 -7.5559  0.155
78 O -7.3113 -0.6703 -11.8447  0.013
79 C 1.7040 -5.4446 -0.7511  -0.698
80 H 6.3377 2.3768 -0.0280  0.093
81 H 7.4379 6.8480 7.8876  0.097
82 N -3.3680 -2.2229 -5.4796  0.168
83 N 8.8665 4.9347 8.6722  0.156
84 C -6.1833 0.0837 0.2003  -0.607
85 H 2.3920 -3.7417 -6.9716  0.102
86 H -7.6847 2.4854 -11.8521  0.097
87 H -1.0687 -6.0879 4.5173  0.094
88 O 5.2501 4.7373 3.0293  0.019
89 S -4.9061 -1.1310 0.8664  0.627
90 H -1.6807 -4.5194 4.1061  0.112
91 H -3.1736 2.7823 8.6210  0.096
92 N -0.9961 -5.2470 3.9748  0.156
93 H 4.8582 7.8909 3.0176  0.093
94 C 7.9900 4.8499 7.6424  -0.668
95 H 1.6089 -5.8885 2.2468  0.062
96 C -1.1851 2.9193 7.9985  -0.697
97 H -5.8783 -0.4127 -8.8583  0.100
98 N 6.2062 1.2632 2.9576  0.176
99 H -2.1953 -2.5403 0.9077  0.056
100 H -5.6728 0.6791 -0.6491  0.013
101 O 7.8210 3.8216 7.0028  0.017
102 H -3.1108 -2.0500 -6.4359  0.054
103 O -0.3815 3.5063 7.2876  0.007
104 H 7.5500 1.9563 6.9411  0.038
105 H 2.8064 5.0420 2.7860  0.116
106 H 4.3994 1.6188 5.4272  0.073
107 H -0.2525 -1.4284 -7.0933  0.093
108 H 0.3915 -4.3040 -1.7819  0.114
109 H -1.4760 1.3907 9.3910  0.096
110 O -9.2604 -1.0639 0.5855  -0.244
111 N 1.6837 -3.0263 -6.9611  0.140
112 N 1.1786 -1.3853 0.6046  0.148
113 H 9.3878 4.1038 8.9007  0.112
114 N 7.3682 1.0822 6.4729  0.158
115 H 6.3192 6.9692 3.1565  0.105
116 O -0.4563 0.1322 0.2282  0.027
117 H 2.1205 -1.7107 0.4762  0.103
118 H 2.7356 -4.5364 0.8274  0.095
119 H 6.1137 2.1267 3.4630  0.077
120 H 6.2281 0.3926 3.4729  0.071
121 H -3.1791 0.7387 -4.2987  0.108

HOMO energy across the listed records, respectively: -0.333; -0.136 hartree.